Entry 1:
{"formula": "C2H2ClIO2", "method": "ωB97M-V/def2-TZVPD", "symbols": ["C", "C", "O", "O", "Cl", "I", "H", "H"], "positions_angstrom": [[1.75321, -2.47419, -0.06853], [0.62426, 0.76086, 1.16809], [2.47783, -3.36023, -0.07177], [1.01793, -1.61059, -0.29419], [3.80028, -0.67820, 0.15883], [2.07140, 1.16077, -0.15904], [0.39899, 1.33013, 2.04317], [-0.03231, -0.15417, 0.90027]], "atomic_forces_ev_per_a": [[0.029, 0.097, -1.602], [-0.837, -1.648, -2.018], [0.552, -1.241, 0.851], [-1.039, 0.028, 0.442], [0.983, 0.070, 0.191], [-1.536, 0.360, 1.271], [0.544, 0.348, 0.358], [1.304, 1.985, 0.509]], "homo_lumo_gap_ev": [7.57, 7.67], "charge": 0, "relative_energy_ev": 1.630, "e_tot_ha": -985.69044}

---

Entry 2:
{"formula": "C11H14N2O4", "method": "ωB97M-V/def2-TZVPD", "symbols": ["O", "O", "N", "O", "O", "C", "C", "C", "C", "C", "N", "C", "C", "C", "C", "C", "C", "H", "H", "H", "H", "H", "H", "H", "H", "H", "H", "H", "H", "H", "H"], "positions_angstrom": [[0.10415, -0.90329, 2.25582], [2.98210, 1.26905, 1.14383], [-0.74327, 1.01062, -0.98459], [3.26266, 2.32270, 3.07059], [-0.64372, -0.46614, -3.49787], [-0.09754, -0.22608, 1.26553], [2.49815, 1.72718, 2.15635], [-0.75875, -0.31926, -1.00066], [-0.16319, 1.80565, 0.01474], [0.25458, 1.18514, 1.14646], [-0.51789, -0.99060, 0.19933], [-0.13423, 3.25854, -0.13722], [1.00091, 1.84209, 2.30776], [-1.19950, -1.10907, -2.28481], [-0.89526, -2.41329, 0.33510], [-0.69472, -2.61463, -2.12012], [-1.09606, -3.28477, -0.85071], [4.19466, 2.17067, 2.68524], [-0.87108, 0.47788, -3.44356], [-0.79843, 3.61402, -0.88109], [0.90801, 3.56714, -0.49311], [-0.32699, 3.78332, 0.71843], [0.79625, 2.92142, 2.42155], [0.69437, 1.40725, 3.24072], [-2.31472, -0.99125, -2.36291], [-0.06428, -2.88263, 0.90233], [-1.88550, -2.62244, 0.83591], [-1.13714, -3.24074, -2.88943], [0.36762, -2.53586, -2.31746], [-2.23450, -3.51841, -0.67474], [-0.48669, -4.24422, -0.76144]], "atomic_forces_ev_per_a": [[0.143, 0.386, 1.921], [0.191, -0.196, 0.484], [0.701, -0.863, -1.653], [1.689, -0.425, -0.300], [-0.513, -1.084, 1.672], [1.576, -1.428, 1.233], [-0.241, 0.004, -1.966], [-0.521, 2.001, 1.435], [-1.150, -2.461, 0.480], [-0.166, -0.045, 0.046], [-1.674, 0.659, -4.230], [2.621, -0.072, -2.750], [-0.366, 0.209, -0.194], [0.242, 0.656, 0.186], [0.975, -0.745, 3.137], [-1.422, 1.530, -2.028], [-1.064, -0.860, -0.056], [-1.715, 0.422, 0.963], [0.113, -0.325, 0.258], [-0.749, 0.079, -0.879], [-1.192, -0.325, 0.447], [-0.427, 1.110, 2.429], [-0.082, -0.385, -0.281], [-0.139, -0.396, 0.492], [0.847, -0.505, 0.276], [-0.775, 0.617, 0.310], [1.506, 1.482, 0.749], [0.182, 0.316, -0.675], [0.347, -0.337, 0.346], [2.079, -0.187, -1.870], [-1.016, 1.169, 0.019]], "homo_lumo_gap_ev": 9.20, "charge": 0, "relative_energy_ev": 1.718, "smiles": "Cc1nc2n(c(=O)c1CC(=O)O)CCC[C@@H]2O", "e_tot_ha": -838.01353}

---

Entry 3:
{"formula": "C16H24B2F8O12", "method": "ωB97M-V/def2-TZVPD", "symbols": ["B", "F", "F", "F", "F", "B", "F", "F", "F", "F", "C", "C", "C", "O", "C", "O", "O", "H", "H", "H", "H", "H", "H", "C", "C", "C", "O", "C", "O", "O", "H", "H", "H", "H", "H", "H", "C", "C", "C", "O", "C", "O", "O", "H", "H", "H", "H", "H", "H", "C", "C", "C", "O", "C", "O", "O", "H", "H", "H", "H", "H", "H"], "positions_angstrom": [[0.81690, -1.07700, -1.36333], [1.78865, -1.79318, -2.08286], [0.93208, 0.29086, -1.66544], [-0.45540, -1.58754, -1.79218], [0.96887, -1.27009, 0.01589], [5.32564, -0.03722, -3.81461], [4.21836, -0.46327, -3.01291], [6.52898, -0.49660, -3.26376], [5.18786, -0.66440, -5.07267], [5.30230, 1.37558, -3.91868], [-0.13655, 3.40587, -2.49712], [0.14957, 4.38344, -1.35195], [1.53332, 4.18213, -0.75258], [2.37906, 5.13172, -1.39802], [1.59629, 6.06653, -2.00023], [1.93817, 7.16535, -2.29722], [0.32262, 5.62578, -2.03162], [-0.43178, 2.41695, -2.13478], [0.67273, 3.17753, -3.19280], [-0.94414, 3.78828, -3.12522], [-0.60736, 4.29505, -0.57283], [1.81537, 3.14251, -0.93139], [1.63087, 4.42468, 0.30781], [-2.06358, -2.47454, 1.46793], [-1.42922, -1.30066, 2.19897], [-2.21770, -0.11256, 2.73600], [-1.68201, 0.13793, 4.03011], [-1.02675, -0.97422, 4.45634], [-0.62229, -1.14738, 5.56296], [-0.92180, -1.84039, 3.45532], [-1.31651, -3.05085, 0.91962], [-2.87110, -2.21613, 0.78658], [-2.37707, -3.23223, 2.19228], [-0.49963, -1.00846, 1.70517], [-3.28904, -0.32253, 2.68724], [-2.04044, 0.71463, 2.04962], [-2.64429, 0.99597, -0.97354], [-3.50919, 1.29791, -2.20718], [-4.45421, 0.20374, -2.70635], [-5.75284, 0.74174, -2.51414], [-5.68274, 2.03273, -2.17803], [-6.60707, 2.78045, -2.07640], [-4.42058, 2.32129, -1.75890], [-2.01264, 0.11556, -1.09550], [-3.38928, 0.95047, -0.17319], [-2.06148, 1.88473, -0.73870], [-2.87087, 1.59168, -3.04425], [-4.31389, -0.63692, -2.02331], [-4.24370, -0.03957, -3.74320], [2.11051, -2.79651, 4.24395], [2.59742, -4.02604, 3.47990], [1.88740, -4.24138, 2.15357], [2.94212, -4.35416, 1.21452], [4.14017, -4.21071, 1.81643], [5.16180, -4.22297, 1.22644], [3.98837, -3.95677, 3.15293], [2.71120, -2.59234, 5.13203], [1.16683, -3.15367, 4.66725], [1.98702, -1.88459, 3.66780], [2.56751, -4.89473, 4.14652], [1.25293, -3.41550, 1.82463], [1.27426, -5.14597, 2.20713]], "atomic_forces_ev_per_a": [[1.059, -0.700, -1.620], [-0.520, 0.189, 0.631], [-0.574, 0.224, 0.256], [-0.385, 0.430, 0.483], [-0.302, -0.083, 0.694], [-1.203, -0.733, 0.457], [0.833, 0.482, -0.314], [0.378, 0.284, 0.285], [0.040, 0.355, -0.465], [0.228, -0.232, -0.141], [-0.709, -0.934, 0.094], [1.360, -1.255, -1.808], [0.253, -0.622, 0.546], [-0.124, 0.268, -0.847], [-0.154, -0.560, 1.710], [0.221, -0.033, -0.711], [-0.955, 1.436, 0.338], [0.036, 0.082, 0.148], [0.472, 0.470, 0.397], [-0.151, 0.130, 0.225], [-0.306, 0.906, -0.257], [0.574, 0.214, 0.004], [-0.389, -0.235, 0.068], [0.150, -0.480, 0.210], [1.295, -0.707, 0.614], [-0.043, -0.140, -1.751], [-0.455, 0.071, -0.026], [-0.214, -0.017, -0.483], [0.030, 0.174, 0.190], [0.160, -0.764, 0.472], [0.168, 0.593, -0.375], [0.004, 0.118, 0.035], [-0.597, 0.437, 0.198], [-0.384, 0.340, -0.484], [-0.086, 0.042, 0.786], [0.039, 0.354, 0.428], [-0.986, 0.303, -0.445], [0.836, -0.018, 0.587], [0.900, -0.234, 1.266], [-0.606, -0.285, -0.999], [0.477, 0.381, 1.501], [0.085, -0.204, -0.348], [-0.270, 0.546, -1.352], [0.043, 0.014, 0.106], [0.258, -0.627, 0.255], [0.287, -0.118, -0.175], [-0.192, 0.681, 0.154], [-0.332, -0.360, -0.486], [-0.352, -0.203, -0.014], [-0.111, -1.093, 0.674], [0.467, 0.742, 1.043], [-0.311, -0.026, -0.097], [-0.033, -0.612, 0.107], [-0.484, 0.795, -0.002], [0.733, -0.330, 0.153], [0.148, 0.017, -1.040], [0.313, -0.018, -0.213], [-0.306, 0.613, -0.198], [-0.034, -0.149, -0.236], [-0.555, 0.029, -0.097], [0.097, 0.102, 0.232], [0.179, -0.053, -0.364]], "homo_lumo_gap_ev": 8.45, "charge": -2, "e_tot_ha": -2376.21059}

---

Repeat the second record exactly.
{"formula": "C11H14N2O4", "method": "ωB97M-V/def2-TZVPD", "symbols": ["O", "O", "N", "O", "O", "C", "C", "C", "C", "C", "N", "C", "C", "C", "C", "C", "C", "H", "H", "H", "H", "H", "H", "H", "H", "H", "H", "H", "H", "H", "H"], "positions_angstrom": [[0.10415, -0.90329, 2.25582], [2.98210, 1.26905, 1.14383], [-0.74327, 1.01062, -0.98459], [3.26266, 2.32270, 3.07059], [-0.64372, -0.46614, -3.49787], [-0.09754, -0.22608, 1.26553], [2.49815, 1.72718, 2.15635], [-0.75875, -0.31926, -1.00066], [-0.16319, 1.80565, 0.01474], [0.25458, 1.18514, 1.14646], [-0.51789, -0.99060, 0.19933], [-0.13423, 3.25854, -0.13722], [1.00091, 1.84209, 2.30776], [-1.19950, -1.10907, -2.28481], [-0.89526, -2.41329, 0.33510], [-0.69472, -2.61463, -2.12012], [-1.09606, -3.28477, -0.85071], [4.19466, 2.17067, 2.68524], [-0.87108, 0.47788, -3.44356], [-0.79843, 3.61402, -0.88109], [0.90801, 3.56714, -0.49311], [-0.32699, 3.78332, 0.71843], [0.79625, 2.92142, 2.42155], [0.69437, 1.40725, 3.24072], [-2.31472, -0.99125, -2.36291], [-0.06428, -2.88263, 0.90233], [-1.88550, -2.62244, 0.83591], [-1.13714, -3.24074, -2.88943], [0.36762, -2.53586, -2.31746], [-2.23450, -3.51841, -0.67474], [-0.48669, -4.24422, -0.76144]], "atomic_forces_ev_per_a": [[0.143, 0.386, 1.921], [0.191, -0.196, 0.484], [0.701, -0.863, -1.653], [1.689, -0.425, -0.300], [-0.513, -1.084, 1.672], [1.576, -1.428, 1.233], [-0.241, 0.004, -1.966], [-0.521, 2.001, 1.435], [-1.150, -2.461, 0.480], [-0.166, -0.045, 0.046], [-1.674, 0.659, -4.230], [2.621, -0.072, -2.750], [-0.366, 0.209, -0.194], [0.242, 0.656, 0.186], [0.975, -0.745, 3.137], [-1.422, 1.530, -2.028], [-1.064, -0.860, -0.056], [-1.715, 0.422, 0.963], [0.113, -0.325, 0.258], [-0.749, 0.079, -0.879], [-1.192, -0.325, 0.447], [-0.427, 1.110, 2.429], [-0.082, -0.385, -0.281], [-0.139, -0.396, 0.492], [0.847, -0.505, 0.276], [-0.775, 0.617, 0.310], [1.506, 1.482, 0.749], [0.182, 0.316, -0.675], [0.347, -0.337, 0.346], [2.079, -0.187, -1.870], [-1.016, 1.169, 0.019]], "homo_lumo_gap_ev": 9.20, "charge": 0, "relative_energy_ev": 1.718, "smiles": "Cc1nc2n(c(=O)c1CC(=O)O)CCC[C@@H]2O", "e_tot_ha": -838.01353}